Entry 1:
Entry from the Open Molecules 2025 dataset: one molecule with the formula C12H9BrN2O2S at a distorted geometry (ωB97M-V with the def2-TZVPD basis set).

Structure (XYZ):
```
27
Properties=species:S:1:pos:R:3:forces:R:3:lowdin_charge:R:1
Br 2.459 2.208 -0.244 0.0 0.0 0.0 0.78
C 1.815 0.429 -0.044 -0.2 0.1 0.0 -0.61
C 0.467 0.192 0.200 0.3 0.1 0.0 -0.31
C 0.030 -1.133 0.305 0.2 -0.4 -0.1 0.03
C 0.951 -2.140 0.175 0.5 0.5 -0.1 -0.19
C 2.302 -1.874 -0.060 -0.7 0.2 0.1 -0.20
C 2.761 -0.587 -0.179 0.1 -0.4 0.0 -0.04
H 3.799 -0.369 -0.366 0.1 0.0 0.0 0.11
O 2.992 -3.048 -0.143 0.2 0.4 -0.1 0.04
C 2.037 -4.070 0.056 0.2 -1.2 0.0 -0.15
O 0.762 -3.491 0.241 -0.3 0.2 0.0 0.04
H 2.308 -4.658 0.948 -0.1 0.2 -0.2 0.14
H 2.018 -4.732 -0.823 0.0 0.2 0.2 0.14
H -1.006 -1.358 0.491 -0.1 0.0 0.1 0.10
C -0.510 1.321 0.313 -0.5 0.1 0.3 -0.44
H -0.961 1.536 -0.658 0.1 0.1 0.1 0.08
H -0.031 2.219 0.703 -0.1 -0.1 -0.1 0.03
S -1.904 0.989 1.446 0.4 0.3 0.1 1.00
C -3.113 0.411 0.330 0.0 0.0 -0.4 -0.69
N -2.814 0.360 -0.963 0.2 0.0 0.0 0.06
C -3.761 -0.075 -1.775 -0.4 -0.2 0.0 -0.12
C -5.009 -0.465 -1.314 0.1 0.1 0.1 -0.05
C -5.208 -0.370 0.059 -0.1 -0.1 -0.4 -0.13
N -4.271 0.063 0.879 0.1 0.1 0.5 0.06
H -6.144 -0.649 0.525 -0.1 0.0 -0.1 0.11
H -5.777 -0.820 -1.979 -0.1 0.0 -0.1 0.10
H -3.495 -0.109 -2.824 -0.1 0.0 -0.1 0.11
```
Positions in Å, forces in eV/Å.

Properties
HOMO-LUMO gap ... 8.76 eV
HOMO energy ... -8.131 eV
Net charge ... 0
Structure (SMILES) ... Brc1cc2c(cc1CSc1ncccn1)OCO2


Entry 2:
Entry from the Open Molecules 2025 dataset: C20H20F3N7O9STc as an isolated structure at a distorted geometry (ωB97M-V with the def2-TZVPD basis set).

Structure (XYZ):
```
61
Properties=species:S:1:pos:R:3:forces:R:3:lowdin_charge:R:1
Tc 0.714 0.584 -0.070 -0.5 -2.0 0.0 1.82
O 1.763 -4.283 2.142 0.0 -0.2 0.0 0.07
C 1.854 -3.398 3.143 0.0 0.3 0.1 -0.26
C 1.909 -3.879 4.452 0.0 -0.1 -0.1 -0.01
C 1.997 -3.014 5.522 0.0 0.0 -0.2 -0.07
C 2.059 -1.640 5.314 0.0 0.2 0.1 -0.09
C 2.004 -1.146 4.031 -0.1 -0.1 -0.1 -0.02
C 1.886 -2.007 2.935 0.0 0.1 0.1 -0.08
C 1.705 -1.409 1.617 -0.3 -1.3 -1.1 -0.40
O 1.845 -0.140 1.459 -0.3 1.9 -0.7 -0.15
N 1.398 -2.155 0.570 0.2 -1.0 1.6 0.07
N 1.158 -1.407 -0.512 0.1 0.9 -1.1 -0.13
C 1.219 -1.923 -1.696 0.1 0.1 0.4 -0.03
C 1.244 -1.124 -2.875 0.1 0.9 -0.1 -0.14
C 1.072 -1.741 -4.122 0.0 0.1 -0.2 -0.04
C 1.242 -1.041 -5.291 0.0 -0.2 0.0 -0.08
C 1.643 0.298 -5.243 0.0 -0.1 0.1 -0.06
C 1.846 0.933 -4.042 -0.1 0.0 0.5 0.00
C 1.617 0.266 -2.816 -0.3 -1.5 -1.8 -0.33
O 1.801 0.884 -1.696 0.3 0.8 2.1 -0.20
H 1.670 -3.796 1.297 -0.1 0.1 0.0 0.07
H 1.866 -4.946 4.599 0.0 -0.2 0.0 0.12
H 2.002 -3.408 6.527 0.1 -0.1 0.1 0.11
H 2.137 -0.967 6.153 0.0 0.1 0.1 0.10
H 2.009 -0.086 3.829 0.0 0.1 0.1 0.11
H 1.343 -2.997 -1.796 0.0 0.0 0.2 0.15
H 0.780 -2.782 -4.146 0.0 -0.1 0.0 0.12
H 1.076 -1.526 -6.242 0.0 0.0 0.0 0.10
H 1.790 0.837 -6.169 0.0 0.1 0.0 0.11
H 2.122 1.974 -3.996 0.1 0.0 0.0 0.11
C -2.804 -2.460 0.074 0.1 0.4 -0.2 0.00
C -2.407 -0.999 -0.123 -0.5 0.1 1.4 -0.52
C -3.588 -0.114 -0.507 0.1 -0.2 -0.1 0.00
O -1.416 -0.950 -1.112 0.4 0.3 -0.5 -0.05
C -1.869 -0.450 1.275 -2.6 -1.6 -1.6 -0.57
O -2.610 -0.552 2.228 0.4 0.3 0.3 0.09
O -0.706 0.037 1.265 2.8 1.3 0.0 -0.14
H -3.377 -2.799 -0.786 -0.1 -0.1 -0.1 0.09
H -3.396 -2.565 0.977 -0.1 0.0 0.1 0.09
H -1.910 -3.071 0.160 0.1 -0.1 0.1 0.09
H -3.995 -0.456 -1.459 -0.1 0.0 -0.1 0.10
H -3.260 0.918 -0.621 0.0 0.1 0.0 0.07
H -4.357 -0.157 0.257 -0.1 0.0 0.1 0.10
H -1.468 -0.092 -1.558 -0.2 -0.2 -0.1 0.05
N -1.241 4.574 2.660 -1.0 0.6 0.2 0.17
N -0.300 3.932 1.951 1.0 -1.3 -0.7 -0.26
N 0.831 4.479 1.591 0.5 0.6 -0.1 0.16
C 1.387 3.524 0.866 0.1 0.3 0.2 -0.14
N 0.602 2.448 0.824 0.5 0.7 0.5 -0.15
N -0.465 2.727 1.523 -1.4 0.0 0.9 0.12
H -0.876 5.270 3.296 0.2 -0.3 -0.1 0.12
H -1.937 3.936 3.025 0.2 0.0 0.0 0.12
H 2.332 3.600 0.372 0.2 0.1 -0.1 0.13
F -2.269 2.083 -3.744 0.2 0.0 0.0 0.14
C -2.209 3.101 -2.879 -0.1 -0.2 0.0 -0.65
F -2.281 4.236 -3.567 0.3 0.0 0.1 0.15
F -3.291 3.024 -2.101 0.0 0.0 0.2 0.13
S -0.656 3.006 -1.838 -1.1 1.5 -1.3 0.53
O 0.431 3.234 -2.731 0.3 0.0 -0.1 -0.25
O -0.878 3.978 -0.809 -0.1 0.0 0.0 -0.27
O -0.782 1.599 -1.388 0.5 -1.1 0.9 -0.43
```
Positions in Å, forces in eV/Å.

Properties
HOMO-LUMO gap (alpha / beta) ... 7.59 / 6.51 eV
HOMO energy (alpha / beta) ... -8.285 / -8.451 eV
Net charge ... 0
⟨S²⟩ ... 3.7715
2S+1 ... 4


Entry 3:
Entry from the Open Molecules 2025 dataset: C7H10 as an isolated structure (ωB97M-V with the def2-TZVPD basis set).

Structure (XYZ):
```
17
Properties=species:S:1:pos:R:3:forces:R:3:lowdin_charge:R:1
C 2.247 -1.162 -0.258 0.2 -0.1 0.0 -0.04
C 0.028 0.167 0.540 0.0 0.0 0.2 -0.26
C -1.071 -0.844 0.304 -0.1 -0.2 0.1 -0.06
C -1.614 0.359 -0.563 -0.3 -0.1 -0.3 -0.10
C -1.083 1.714 0.167 -0.2 0.5 0.0 -0.14
C -0.382 1.180 1.369 -0.2 -0.1 0.2 0.00
C -0.248 0.905 -0.761 0.1 0.1 -0.2 -0.17
H 2.152 -2.067 0.346 0.2 0.0 -0.1 0.03
H 1.609 -1.248 -1.144 0.2 0.0 0.2 0.03
H 3.277 -0.974 -0.549 0.1 -0.2 -0.1 0.02
H -1.625 -1.175 1.185 0.0 0.1 -0.1 0.11
H -0.836 -1.686 -0.359 0.0 0.2 0.1 0.11
H -2.390 0.291 -1.327 0.1 0.0 0.1 0.12
H -1.543 2.678 -0.033 0.0 -0.1 0.0 0.12
H -0.763 1.000 2.371 0.0 0.1 -0.1 0.09
H 1.906 -0.319 0.343 0.4 -0.2 -0.1 0.00
H 0.336 1.179 -1.631 -0.2 0.0 0.2 0.15
```
Positions in Å, forces in eV/Å.

Properties
HOMO-LUMO gap (alpha / beta) ... 8.55 / 8.55 eV
HOMO energy (alpha / beta) ... -7.958 / -7.958 eV
Net charge ... 0


Entry 4:
Entry from the Open Molecules 2025 dataset: C35H32IN10NaO4 as an isolated structure (ωB97M-V with the def2-TZVPD basis set).

Structure (XYZ):
```
83
Properties=species:S:1:pos:R:3:forces:R:3:lowdin_charge:R:1
Na 0.084 -1.268 -0.270 -0.5 0.4 0.0 0.35
C 1.873 3.590 -2.147 0.0 0.0 0.0 -0.10
C 1.641 2.254 -1.762 0.1 0.0 0.0 -0.19
N 0.446 1.725 -1.722 0.0 0.0 0.0 0.15
C -0.623 2.461 -2.082 0.0 -0.1 0.0 -0.14
C -0.505 3.812 -2.493 0.0 0.1 0.0 -0.19
C 0.798 4.360 -2.505 0.0 0.0 0.0 -0.06
C -1.652 4.553 -2.875 0.0 -0.1 0.0 -0.12
C -2.870 3.916 -2.836 0.0 0.0 0.0 -0.14
C -3.023 2.584 -2.446 0.0 0.0 0.0 -0.06
C -1.929 1.794 -2.028 0.1 0.0 0.0 -0.23
N -1.958 0.568 -1.523 -0.2 0.1 -0.2 0.11
C -3.052 -0.229 -1.582 0.1 0.0 0.1 -0.24
C -3.871 -0.443 -2.688 0.0 0.0 -0.1 -0.05
C -4.878 -1.421 -2.685 0.0 0.0 0.0 -0.12
C -5.125 -2.208 -1.592 0.0 0.0 0.0 -0.09
C -4.342 -2.018 -0.426 -0.1 -0.1 0.0 -0.18
C -4.513 -2.789 0.747 -0.1 0.0 0.0 -0.04
C -3.732 -2.549 1.836 0.1 0.1 0.1 -0.06
C -2.782 -1.504 1.767 -0.1 0.0 0.0 -0.14
N -2.594 -0.765 0.707 0.0 -0.5 -0.1 0.14
C -3.332 -1.032 -0.406 0.0 0.3 0.1 -0.15
H 2.883 3.985 -2.159 0.0 0.0 0.0 0.09
H 2.461 1.605 -1.465 0.0 0.0 0.0 0.09
H 0.929 5.392 -2.816 0.0 0.0 0.0 0.10
H -1.553 5.588 -3.183 0.0 0.0 0.0 0.08
H -3.764 4.467 -3.119 0.0 0.0 0.0 0.08
H -4.018 2.159 -2.419 0.0 0.0 0.0 0.08
H -3.685 0.128 -3.588 0.0 0.0 0.0 0.10
H -5.462 -1.563 -3.590 0.0 0.0 0.0 0.09
H -5.892 -2.975 -1.603 0.0 0.0 0.0 0.09
H -5.262 -3.575 0.755 0.0 0.0 0.0 0.10
H -3.811 -3.142 2.739 0.0 0.0 0.0 0.09
H -2.154 -1.291 2.625 0.0 0.0 0.0 0.09
C 0.446 -0.439 5.391 0.0 0.0 0.0 -0.07
N 0.949 0.875 5.017 0.0 -0.1 -0.1 -0.17
C 2.367 1.025 5.336 0.0 0.0 0.0 -0.07
C 0.593 1.291 3.716 0.0 -0.1 0.0 -0.46
N 0.041 0.636 2.797 0.0 0.1 0.1 0.23
N 0.843 2.683 3.561 0.1 0.0 0.1 0.09
C 1.068 3.274 2.325 0.0 0.0 -0.1 -0.53
N 0.498 4.568 2.253 0.1 0.0 0.0 0.10
N 1.716 2.690 1.408 -0.1 0.2 0.1 0.17
H 0.625 -0.583 6.458 0.0 0.0 0.0 0.08
H 0.922 -1.265 4.851 0.1 0.0 0.0 0.08
H -0.627 -0.487 5.208 0.0 0.0 0.0 0.09
H 2.507 0.861 6.406 0.0 0.0 0.0 0.08
H 2.704 2.027 5.082 0.0 0.0 0.0 0.08
H 2.986 0.302 4.791 0.0 0.0 0.0 0.08
H 0.005 -0.369 2.952 0.0 -0.1 -0.1 0.03
H 0.327 3.236 4.226 0.0 0.0 0.0 0.12
H 0.676 5.119 3.083 -0.1 0.0 0.0 0.07
H 0.823 5.066 1.436 0.0 0.0 0.0 0.08
H 1.753 3.275 0.576 0.0 -0.1 0.0 0.03
O 0.444 -3.119 -1.613 -0.1 -0.1 -0.1 -0.14
N 1.395 -3.079 -2.421 0.0 -0.1 0.1 -0.06
N 2.113 -1.998 -2.349 0.1 0.2 0.0 -0.25
O 1.862 -0.987 -1.558 0.3 -0.2 -0.2 -0.16
C 3.144 -1.878 -3.311 0.0 0.0 0.1 -0.17
C 3.603 -0.604 -3.628 0.0 0.0 0.0 -0.01
C 4.613 -0.457 -4.568 0.0 0.0 0.0 -0.10
C 5.176 -1.565 -5.186 0.0 0.0 0.0 -0.13
C 4.720 -2.834 -4.849 0.0 0.0 0.0 -0.12
C 3.714 -3.000 -3.911 0.0 0.0 -0.1 -0.03
H 3.147 0.238 -3.128 0.0 0.0 0.0 0.09
H 4.962 0.539 -4.813 0.0 0.0 0.0 0.09
H 5.966 -1.442 -5.917 0.0 0.0 0.0 0.08
H 5.160 -3.711 -5.312 0.0 0.0 0.0 0.09
H 3.359 -3.981 -3.631 0.0 0.0 0.0 0.10
I 6.725 0.733 2.861 0.1 0.0 0.0 0.76
C 4.975 -0.406 2.682 -0.1 -0.1 0.0 -0.75
C 4.835 -1.556 3.449 0.0 0.0 0.0 -0.18
C 3.656 -2.277 3.350 -0.1 0.0 0.0 -0.04
C 2.630 -1.875 2.497 0.1 0.0 0.0 -0.12
C 2.813 -0.737 1.721 0.1 0.0 -0.1 -0.01
C 3.982 0.010 1.814 0.0 0.0 0.0 -0.15
C 1.300 -2.644 2.517 -0.3 0.0 0.2 -0.65
O 1.224 -3.579 3.334 0.1 0.0 0.0 -0.04
O 0.385 -2.192 1.780 0.2 0.0 0.1 -0.08
H 5.629 -1.873 4.113 0.0 0.0 0.0 0.08
H 3.486 -3.165 3.946 0.0 0.0 0.0 0.11
H 2.055 -0.411 1.022 0.0 0.0 0.2 0.09
H 4.080 0.914 1.230 0.0 0.0 0.0 0.08
```
Positions in Å, forces in eV/Å.

Properties
HOMO-LUMO gap ... 4.63 eV
HOMO energy ... -1.160 eV
Net charge ... -2


| no. | energy (eV) |
| --- | --- |
| 1 | -100542.3088 |
| 2 | -71108.0917 |
| 3 | -7414.6177 |
| 4 | -72423.6589 |